C28H30CdNOSe as an isolated structure at a distorted geometry. Source: OMol25; level of theory: wB97M-V/def2-TZVPD.

Computed properties:
Lowest unoccupied orbital energy   2.35 eV
Kohn-Sham gap   5.359 eV
Total charge   -1
HOMO   -3.009 eV

CARTESIAN COORDINATES (ANGSTROEM)
1 C -1.088 -2.770 -1.029
2 C -1.352 -1.745 -1.968
3 C -0.127 -1.172 -2.342
4 H -2.323 -1.437 -2.317
5 C 0.895 -1.828 -1.622
6 C 0.297 -2.826 -0.820
7 H 1.941 -1.578 -1.628
8 C -1.975 -1.058 1.694
9 C -2.675 -0.694 0.524
10 C -2.334 0.635 0.200
11 H -3.349 -1.322 -0.031
12 C -1.446 1.114 1.195
13 C -1.236 0.065 2.108
14 H 0.002 -0.336 -3.007
15 H 0.811 -3.462 -0.123
16 H -1.825 -3.378 -0.532
17 H -0.558 0.079 2.941
18 H -2.696 1.186 -0.651
19 H -1.993 -2.016 2.184
20 Cd -0.400 -0.696 -0.026
21 C -0.839 2.488 1.300
22 C -1.250 3.102 2.642
23 C -1.313 3.402 0.173
24 H -2.321 2.986 2.799
25 H -1.016 4.167 2.670
26 H -0.737 2.622 3.472
27 H -2.357 3.676 0.308
28 H -1.214 2.929 -0.802
29 H -0.729 4.322 0.161
30 C 0.701 2.399 1.281
31 C 1.236 1.939 -0.032
32 H 1.037 1.667 2.016
33 H 1.125 3.356 1.569
34 O 0.737 0.976 -0.651
35 N 2.273 2.578 -0.605
36 C 3.146 2.081 -1.648
37 H 2.255 3.575 -0.454
38 C 2.522 1.955 -3.019
39 C 2.781 0.884 -3.864
40 H 3.457 0.091 -3.574
41 C 2.190 0.824 -5.120
42 H 2.417 -0.012 -5.767
43 C 1.330 1.826 -5.539
44 H 0.871 1.777 -6.518
45 C 1.063 2.897 -4.696
46 H 0.394 3.686 -5.014
47 C 1.658 2.961 -3.447
48 H 1.448 3.803 -2.797
49 H 3.561 1.122 -1.340
50 H 3.994 2.763 -1.692
51 Se 1.183 -1.854 1.995
52 C 0.124 -3.215 2.927
53 C -0.081 -3.071 4.307
54 C -0.820 -4.024 5.022
55 C -1.358 -5.134 4.366
56 C -1.162 -5.291 2.995
57 C -0.425 -4.344 2.280
58 H 0.334 -2.220 4.830
59 H -0.970 -3.909 6.086
60 H -1.929 -5.871 4.916
61 H -1.580 -6.150 2.482
62 H -0.309 -4.522 1.233